The following is a quantum chemistry calculation of C8H22ClFLiMgN2O3P as an isolated structure in a non-equilibrium geometry, from the Open Molecules 2025 dataset.

Output
Frontier orbital gap, Eh: 0.0531
E_LUMO, eV: -11.24
HOMO energy, eV: -12.68

ORCA input file:
```
! RIJCOSX wB97M-V def2-TZVPD def2/J DEFGRID3
* xyz 2 1
P -1.38273 0.98902 -1.23461
C 0.39947 0.64119 -1.55623
C 0.44293 -0.87314 -1.73830
C 0.70808 -1.39536 -3.11504
O -0.62042 -1.35823 -2.45833
H -1.94405 1.60293 -2.35111
H -2.09876 -0.18157 -0.88807
H -1.45256 1.84105 -0.14197
H 1.04071 0.88888 -0.71787
H 0.76695 1.00285 -2.51220
H 0.86731 -1.44742 -0.92389
H 0.65010 -2.45194 -3.36201
H 0.81908 -0.59961 -3.85006
C -4.43032 -1.21924 -1.04717
O -3.83293 -0.16695 -0.67023
N -5.37321 -1.79136 -0.28874
N -4.09218 -1.77497 -2.21835
H -5.86059 -2.62610 -0.56083
H -5.60549 -1.35701 0.58646
H -3.39381 -1.29163 -2.73974
H -4.47024 -2.61938 -2.60683
C 3.19192 -0.91873 3.15181
C 3.78303 0.34466 2.55271
O 2.85695 1.09446 1.75144
C 1.72268 1.56104 2.37027
C 1.94451 2.51575 3.56936
H 2.74355 -1.53909 2.37395
H 3.97320 -1.48933 3.64842
H 2.42018 -0.70255 3.89237
H 4.60009 0.09492 1.88128
H 4.20285 0.98856 3.33074
H 1.10049 0.71710 2.72508
H 1.16638 2.08578 1.59012
H 2.42669 2.06754 4.43380
H 0.98204 2.89530 3.90114
H 2.62828 3.41258 3.23972
F 2.24682 4.47537 4.15129
Cl -2.55000 -2.54519 -4.41188
Li -1.27397 0.19595 -3.96157
Mg 0.69698 -1.06612 -5.79491
*
```